Entry 1:
This record from the Open Molecules 2025 dataset describes a cluster of 2 separate species, C6H15NO in total at a distorted geometry. The level of theory is ωB97M-V/def2-TZVPD.

## Properties
⟨S²⟩: 0.75
Net charge: -1
Highest occupied orbital energy (spin up / spin down) in eV: 1.126 / -5.448
Spin multiplicity: 2
Kohn-Sham gap (spin up / spin down) in eV: 2.8 / 9.2
LUMO (spin up / spin down) in eV: 3.899 / 3.718

Last column: Mulliken spin population.
Cartesian coordinates (Å):
C 0.1660 1.0080 1.1370  0.434
N -0.3267 -0.3671 1.0342  -0.299
C 0.4913 -1.1153 0.0185  -0.181
C 1.5496 -1.8920 0.7507  0.107
C -1.7281 -0.1931 0.5938  0.144
C -1.7381 1.0114 -0.3425  0.940
C -0.5958 1.9089 0.1884  0.483
H 0.1179 1.2663 2.2084  -0.036
H 1.2552 1.1453 1.0799  -0.205
H 0.7367 -0.3452 -0.6905  0.375
H -0.1970 -1.8439 -0.4113  -0.645
H 1.0767 -2.4877 1.5378  0.020
H 2.1364 -1.2441 1.4206  0.026
H 2.2624 -2.4985 0.1963  -0.198
H -2.3559 0.0734 1.4486  -0.052
H -1.9951 -1.1451 0.1360  -0.107
H -2.6277 1.5577 -0.6733  -0.605
H -1.5482 0.6741 -1.3801  0.135
H -0.9889 2.8323 0.6138  -0.273
H -0.0354 2.1881 -0.7116  -0.213
H 1.1751 -0.5027 -3.3483  -0.329
H 1.3113 0.0303 -2.0024  1.092
O 1.8584 -0.0612 -2.8042  0.389

Cartesian forces (eV/Å) of the 3 atoms listed first:
C 1.014 0.380 1.984
N 0.293 0.085 -0.498
C -1.870 -0.108 1.420

---

Entry 2:
This record from the Open Molecules 2025 dataset describes a structure of composition C27H55GeI2N3OPRuSSe4Si3Te. The level of theory is ωB97M-V/def2-TZVPD.

## Properties
⟨S²⟩: 6.05
Net charge: -1
Highest occupied orbital energy (spin up / spin down) in eV: -4.622 / -4.730
Spin multiplicity: 5
Kohn-Sham gap (spin up / spin down) in eV: 5.6 / 5.0
LUMO (spin up / spin down) in eV: 1.024 / 0.312

Last column: Mulliken spin population.
Cartesian coordinates (Å):
Ru -0.6384 -1.0185 0.3776  2.379
Se -0.2557 -2.8839 3.9697  0.306
Se 0.0134 -1.9184 5.9300  0.694
Se 1.9575 0.0766 3.4456  0.136
Se 0.2112 -0.9772 2.5246  0.140
I -4.0567 -0.4302 0.5058  0.021
I -6.1531 0.3869 2.4910  0.011
C 0.3423 -1.8744 -3.6040  0.007
Si 1.4370 -0.4945 -2.9344  0.032
C 0.7917 1.2329 -3.3521  0.003
C 3.0314 -0.6986 -3.9278  0.004
Ge 1.6482 -0.5621 -0.5400  -0.032
Si 3.0398 1.3555 -0.0456  0.019
C 4.3909 1.1512 1.2565  0.017
C 4.0513 1.7868 -1.5827  0.010
C 1.9772 2.8355 0.3700  0.008
Si 3.1377 -2.4180 -0.2424  0.007
C 3.5307 -2.8729 1.5373  -0.005
C 2.4861 -3.8926 -1.2104  0.001
C 4.8103 -1.9731 -0.9974  0.000
H -0.0063 -1.6416 -4.6155  0.000
H -0.5273 -2.0984 -2.9849  -0.003
H 0.9434 -2.7854 -3.6670  0.002
H 0.5147 1.3368 -4.4060  0.000
H 1.5803 1.9602 -3.1482  -0.001
H -0.0661 1.5134 -2.7369  -0.001
H 2.8087 -0.4452 -4.9708  0.001
H 3.3745 -1.7361 -3.9109  0.000
H 3.8501 -0.0603 -3.5963  -0.001
H 4.6863 0.1141 1.4148  -0.003
H 4.0697 1.5499 2.2175  -0.004
H 5.2741 1.7094 0.9274  0.001
H 4.7749 1.0015 -1.8159  0.000
H 4.6188 2.6944 -1.3479  0.001
H 3.4602 1.9834 -2.4759  -0.002
H 1.2639 2.5717 1.1521  -0.004
H 1.4034 3.1473 -0.5084  0.000
H 2.5917 3.6789 0.7022  0.000
H 2.6554 -2.9953 2.1750  0.009
H 4.1349 -2.0950 2.0066  0.002
H 4.1026 -3.8075 1.5480  0.000
H 1.4084 -4.0211 -1.0949  0.001
H 2.9693 -4.8243 -0.9023  0.001
H 2.6898 -3.7432 -2.2753  0.000
H 5.3051 -1.1699 -0.4459  0.000
H 4.7241 -1.6634 -2.0396  0.000
H 5.4632 -2.8523 -0.9608  0.000
C -3.1726 3.0421 4.1606  -0.001
N -2.5954 2.1066 3.2134  -0.010
C -2.5785 0.7356 3.7138  -0.001
P -1.8304 2.5462 1.8200  0.090
O -1.0578 1.3989 1.2653  0.010
N -0.9787 3.8828 2.3158  0.005
C -0.6796 5.0179 1.4650  0.000
C -0.1059 3.7777 3.4762  0.002
N -2.8564 3.1616 0.6877  -0.011
C -2.8002 2.7768 -0.7101  -0.005
C -4.0092 3.9633 1.0507  0.000
H -2.7805 2.8402 5.1640  0.000
H -4.2619 2.9402 4.1937  0.000
H -2.9139 4.0691 3.9073  0.000
H -1.8209 0.6192 4.4991  0.004
H -2.3607 0.0403 2.9128  -0.004
H -3.5612 0.4867 4.1157  -0.001
H -1.3544 5.0380 0.6119  0.000
H 0.3495 4.9824 1.0968  0.000
H -0.8081 5.9473 2.0309  0.000
H -0.2789 2.8417 4.0060  -0.003
H -0.2831 4.6112 4.1650  0.000
H 0.9461 3.7939 3.1752  0.000
H -1.9688 2.0962 -0.8768  0.010
H -2.6731 3.6656 -1.3411  0.001
H -3.7203 2.2717 -1.0091  0.001
H -3.8437 4.4875 1.9914  0.000
H -4.9120 3.3499 1.1489  0.000
H -4.1825 4.7205 0.2799  0.000
Te -1.8988 -3.4222 0.7507  0.151
C -0.5633 -5.0378 1.0830  0.014
C -1.0730 -6.3181 0.8562  0.003
C -0.2922 -7.4420 1.0813  0.000
C 1.0156 -7.3126 1.5345  0.005
C 1.5320 -6.0446 1.7545  -0.014
C 0.7470 -4.9215 1.5287  -0.017
H -2.0898 -6.4369 0.4994  -0.005
H -0.7082 -8.4264 0.9006  0.000
H 1.6246 -8.1909 1.7097  0.001
H 2.5515 -5.9204 2.1016  -0.001
H 1.1724 -3.9400 1.6853  0.026
S -2.4230 -0.9401 -1.4213  -0.018
C -3.0624 0.0595 -2.7664  0.011
C -4.4011 0.4487 -2.8061  0.005
C -4.9024 1.1134 -3.9153  0.000
C -4.0893 1.3925 -5.0045  0.001
C -2.7665 0.9784 -4.9789  -0.001
C -2.2604 0.3118 -3.8729  0.000
H -5.0554 0.2371 -1.9737  -0.001
H -5.9432 1.4139 -3.9215  0.000
H -4.4862 1.9158 -5.8654  0.000
H -2.1162 1.1690 -5.8243  0.000
H -1.2396 -0.0307 -3.8765  -0.001

Cartesian forces (eV/Å) of the 3 atoms listed first:
Ru -0.333 0.293 -0.086
Se -0.109 -0.107 0.092
Se 0.036 -0.038 0.019

---

Entry 3:
This record from the Open Molecules 2025 dataset describes a cluster of 2 separate species, C5H7Br in total at a distorted geometry. The level of theory is ωB97M-V/def2-TZVPD.

## Properties
Highest occupied orbital energy (spin up / spin down) in eV: -7.819 / -8.073
Kohn-Sham gap (spin up / spin down) in eV: 8.1 / 8.1
LUMO (spin up / spin down) in eV: 0.306 / 0.028

Last column: Löwdin charge in e.
Cartesian coordinates (Å):
C 0.7874 1.5836 -0.0420  -0.069
C 0.0194 0.9140 -0.8963  -0.199
C 0.0674 0.9771 1.1685  -0.160
C -0.7061 0.1345 0.0570  -0.745
C 0.1424 -2.0908 -0.3980  0.068
Br -2.5120 -0.3297 0.1620  0.701
H 1.6659 2.1680 -0.3252  0.103
H 0.0218 1.0089 -1.9719  0.105
H 0.7553 0.5292 1.9002  0.098
H -0.7334 1.5797 1.6693  0.105
H 0.9365 -1.9132 0.2961  0.001
H 0.3237 -1.9676 -1.4688  0.016
H -0.7684 -2.5936 -0.1509  -0.024

Cartesian forces (eV/Å) of the 3 atoms listed first:
C -0.284 -0.079 0.018
C -0.130 0.763 -2.044
C -0.491 0.019 0.269

---

Entry 4:
This record from the Open Molecules 2025 dataset describes the molecule C5H6O2. The level of theory is ωB97M-V/def2-TZVPD.

## Properties
SMILES: O=C1CCC(=O)C1
Highest occupied orbital energy in eV: -9.650
Kohn-Sham gap in eV: 10.2
LUMO in eV: 0.585

Last column: Löwdin charge in e.
Cartesian coordinates (Å):
O -0.0057 1.4431 2.0548  0.097
C -0.0365 0.7975 1.0373  -0.372
C 1.1789 0.0666 0.4470  -0.094
C 0.6389 -0.8975 -0.6179  -0.096
C -0.7600 -0.3882 -0.9380  -0.402
O -1.3365 -0.5180 -1.9897  0.095
C -1.2646 0.5124 0.1667  -0.015
H 1.7440 -0.4171 1.2485  0.123
H 1.8419 0.8237 0.0083  0.130
H 0.5622 -1.9220 -0.2319  0.130
H 1.2211 -0.9346 -1.5413  0.122
H -2.0811 0.1104 0.7780  0.143
H -1.7028 1.3237 -0.4219  0.141

Cartesian forces (eV/Å) of the 3 atoms listed first:
O -0.147 -0.226 -0.495
C 0.013 0.157 0.122
C 0.014 0.012 0.043

---

Entry 5:
This record from the Open Molecules 2025 dataset describes a structure of composition C20H18BBrF9IrN7O2P at a distorted geometry. The level of theory is ωB97M-V/def2-TZVPD.

## Properties
⟨S²⟩: 0.75
Net charge: +1
Highest occupied orbital energy (spin up / spin down) in eV: -10.660 / -12.187
Spin multiplicity: 2
Kohn-Sham gap (spin up / spin down) in eV: 6.5 / 8.1
LUMO (spin up / spin down) in eV: -4.135 / -4.135

Last column: Mulliken spin population.
Cartesian coordinates (Å):
Ir 0.1900 0.1035 -0.9280  0.028
C -2.0217 -2.6097 3.4054  0.000
N -1.0496 -2.2909 2.3606  0.000
C 0.0307 -3.0558 2.0204  -0.001
C 0.6631 -2.4031 1.0082  0.008
N -0.0121 -1.2393 0.7299  -0.015
C -1.0541 -1.2024 1.5579  0.001
P -2.2683 0.1419 1.7038  0.000
C -2.7285 0.1661 -0.0293  0.000
N -1.8742 0.2909 -1.0287  -0.001
C -2.5885 0.2737 -2.1928  -0.001
C -3.9075 0.1467 -1.8797  0.001
N -3.9884 0.0807 -0.5138  0.000
C -5.2184 -0.0504 0.2620  0.000
C -1.0752 1.5079 1.6146  0.000
N -0.1300 1.6308 0.7061  -0.003
C 0.5309 2.7994 0.9610  -0.001
C -0.0210 3.3845 2.0634  0.002
N -1.0363 2.5621 2.4715  0.001
C -1.8988 2.7815 3.6310  0.000
H -1.7907 -3.5943 3.7998  0.000
H -1.9697 -1.8840 4.2144  0.000
H -3.0288 -2.6209 2.9967  0.000
H 0.2587 -3.9879 2.5095  0.000
H 1.5286 -2.7055 0.4618  -0.005
H -2.1105 0.3497 -3.1522  0.000
H -4.7768 0.0851 -2.5110  0.000
H -6.0606 -0.0469 -0.4223  0.000
H -5.2212 -0.9844 0.8200  0.000
H -5.3240 0.7813 0.9550  0.000
H 1.3393 3.1430 0.3393  0.000
H 0.2150 4.3042 2.5712  0.000
H -1.6569 3.7467 4.0648  0.000
H -2.9448 2.7794 3.3349  0.000
H -1.7375 2.0083 4.3793  0.000
Br 3.6180 -1.6438 -0.6109  0.066
C 3.2469 -0.5920 -2.1276  0.020
C 4.1109 -0.7015 -3.1949  -0.018
C 3.8880 0.1231 -4.2863  -0.001
C 2.8483 1.0292 -4.2452  0.002
C 2.0288 1.0493 -3.1318  0.001
N 2.2007 0.2341 -2.0809  -0.002
C 0.8814 1.9944 -3.0308  -0.002
O 0.7380 2.8604 -3.8582  0.000
O 0.1465 1.7972 -1.9707  -0.001
H 4.9342 -1.3994 -3.1677  -0.001
H 4.5329 0.0588 -5.1524  0.000
H 2.6268 1.7114 -5.0530  0.000
F 2.2705 0.2957 2.0863  0.066
C 3.2860 0.2515 1.3065  0.781
F 3.3222 1.2189 0.4591  0.054
C 4.6257 -0.0526 2.0356  0.016
F 5.6164 -0.1454 1.1749  -0.002
F 4.8446 0.9585 2.8653  0.020
F 4.4910 -1.1776 2.7194  -0.001
F -0.0500 -3.5362 -3.4740  0.000
B -0.3349 -2.4961 -2.6356  -0.002
F 0.7586 -2.3120 -1.6797  -0.008
F -1.5075 -2.6666 -1.8970  0.000
F -0.3861 -1.2512 -3.3351  0.000

Cartesian forces (eV/Å) of the 3 atoms listed first:
Ir -1.378 2.843 2.139
C 0.064 0.081 -0.030
N -0.076 0.073 0.054

---

Entry 6:
This record from the Open Molecules 2025 dataset describes the molecule C3H6ClN at a distorted geometry. The level of theory is ωB97M-V/def2-TZVPD.

## Properties
SMILES: N[C@@H]1C[C@@H]1Cl
Highest occupied orbital energy in eV: -8.773
Kohn-Sham gap in eV: 9.8
LUMO in eV: 1.020

Last column: Löwdin charge in e.
Cartesian coordinates (Å):
N -0.8968 -1.3412 -0.2246  0.009
C -0.5317 -0.0494 0.3143  -0.371
C -0.0081 1.1464 -0.5304  -0.106
C 0.9046 0.4500 0.4712  -0.664
Cl 2.2667 -0.5161 -0.0953  0.592
H -1.2613 -1.9627 0.5107  0.076
H -0.2006 -1.8270 -0.8564  0.083
H -1.2746 0.1478 1.0007  0.103
H 0.2561 0.8455 -1.5732  0.106
H -0.3975 2.1673 -0.4024  0.099
H 1.1432 0.9393 1.3855  0.074

Cartesian forces (eV/Å) of the 3 atoms listed first:
N 0.738 -0.661 -1.031
C 1.847 -0.513 -2.398
C 0.126 -1.705 -0.640

---

Entry 7:
This record from the Open Molecules 2025 dataset describes a cluster of 4 separate species, C8H18O3 in total at a distorted geometry. The level of theory is ωB97M-V/def2-TZVPD.

## Properties
SMILES: C=C(C)/C=C/C=C/C.O.O.O
Highest occupied orbital energy in eV: -8.251
Kohn-Sham gap in eV: 8.7
LUMO in eV: 0.415

Last column: Löwdin charge in e.
Cartesian coordinates (Å):
C -0.4891 1.9814 -2.1760  0.060
C -1.0013 2.3399 -0.9556  -0.405
C -2.2970 2.9458 -0.6853  -0.075
C -0.0849 2.0883 0.1666  -0.121
C 0.3389 0.8447 0.5260  -0.103
C 1.1854 0.3497 1.6852  -0.125
C 1.8413 -0.7728 1.6126  -0.188
C 2.9004 -1.2098 2.6685  -0.120
H 0.5552 1.6653 -2.0246  0.060
H -0.9084 2.2599 -3.1335  0.059
H -2.3912 3.6462 0.1645  0.088
H -3.0235 2.1476 -0.3113  0.118
H -2.6986 3.4166 -1.4974  0.040
H -0.0115 2.9421 1.0333  0.162
H -0.1766 0.0596 -0.0644  0.103
H 1.6097 1.1834 2.2077  0.099
H 1.6558 -1.5473 0.9116  0.075
H 3.5704 -0.3573 3.0125  0.068
H 2.2766 -1.4053 3.6773  0.104
H 3.5042 -2.2065 2.3035  0.110
O -3.3120 -2.0716 0.3603  -0.074
H -2.3899 -1.7450 0.5873  0.049
H -3.0226 -2.5768 -0.3729  -0.019
O -0.7665 -2.7365 -0.1912  -0.031
H -0.6070 -2.7654 -1.1059  0.019
H -1.4023 -3.4481 -0.1108  0.044
O 1.4510 -1.7297 -2.9077  0.147
H 1.6987 -1.0182 -2.4205  0.005
H 1.9947 -2.2803 -2.9596  -0.147

Cartesian forces (eV/Å) of the 3 atoms listed first:
C 0.205 1.050 2.283
C 2.201 -0.622 -1.589
C -1.547 -1.418 3.160

---

Entry 8:
This record from the Open Molecules 2025 dataset describes a cluster of 2 separate species, C4H12 in total at a distorted geometry. The level of theory is ωB97M-V/def2-TZVPD.

## Properties
SMILES: CC.CC
Highest occupied orbital energy in eV: -11.296
Kohn-Sham gap in eV: 12.5
LUMO in eV: 1.180

Last column: Löwdin charge in e.
Cartesian coordinates (Å):
C 0.4836 0.6839 -1.7961  -0.185
C -0.3172 1.8479 -1.2468  -0.172
H 0.1843 -0.3513 -1.6834  0.045
H 0.6303 0.7807 -2.8808  0.064
H 1.4986 0.8524 -1.4019  0.071
H -1.4004 1.7014 -1.4242  0.069
H -0.1064 2.7749 -1.7584  0.057
H -0.1805 1.9830 -0.1700  0.055
C 0.1188 -1.7406 0.9642  -0.156
C -0.2883 -0.7840 2.1350  -0.148
H -0.7079 -2.3420 0.5754  0.058
H 0.5065 -1.0653 0.1990  0.023
H 0.7333 -2.6137 1.2066  0.061
H 0.3045 -1.2215 2.9435  0.057
H -1.3419 -0.7732 2.4298  0.057
H -0.1171 0.2674 1.9081  0.046

Cartesian forces (eV/Å) of the 3 atoms listed first:
C 1.665 0.886 -0.934
C -1.787 -0.676 0.092
H -0.407 0.150 0.650